No. 1
61
Properties=species:S:1:pos:R:3:mulliken_charge:R:1 method="wB97M-V/def2-TZVPD" energy_ev=-68748.2155
H 18.5397 -13.5090 29.7988 0.499
C 12.8111 -22.0908 26.7980 0.064
O 16.0557 -21.2241 29.5215 -0.460
H 20.1214 -20.2427 29.9378 0.128
H 14.3289 -19.3476 25.9210 0.440
O 18.6075 -17.3556 29.0975 -0.659
H 17.2794 -21.6931 27.3088 -0.164
N 13.6505 -21.3872 26.0145 0.252
H 21.7359 -14.9015 30.3134 0.306
H 14.8389 -22.1851 24.4620 0.280
H 20.5809 -21.9378 29.5948 0.431
O 17.2765 -18.9870 30.6960 -0.516
H 15.1046 -15.8461 27.9923 0.345
C 18.9260 -14.4752 26.4917 0.810
C 19.2424 -15.9364 31.4446 -0.992
H 13.7754 -20.8238 23.9840 0.301
H 17.9364 -23.3570 27.2598 0.465
O 15.5957 -15.7986 27.1536 -0.555
C 16.7738 -15.2035 27.3363 0.383
V 17.1705 -19.2492 29.1743 1.584
H 17.3981 -15.4341 25.3148 0.417
H 14.1951 -19.9505 27.5576 0.286
C 17.6075 -15.0510 26.3030 -0.776
O 20.4640 -13.3921 28.0075 -0.570
C 14.3886 -20.2492 26.5340 -0.970
H 15.0038 -24.8745 28.9430 0.333
C 19.6001 -20.8232 27.9218 -0.098
H 16.4479 -25.1946 28.0093 0.345
H 20.8133 -13.2075 27.1169 0.336
N 16.2179 -23.1799 28.3622 0.245
H 18.3212 -15.4709 31.0977 0.194
H 19.7575 -15.1703 32.0287 0.458
H 12.4013 -22.9493 26.2383 0.309
H 22.1714 -16.6228 29.9857 0.351
O 18.5639 -19.9590 27.6729 -0.774
C 21.5502 -15.9431 30.5666 -1.081
C 19.8466 -21.1602 29.3975 -1.042
H 21.8246 -16.1040 31.6086 0.436
O 12.5975 -21.8534 27.9691 -0.582
H 18.9000 -21.4061 29.9004 0.165
C 13.8738 -21.7035 24.6182 -0.915
H 19.4966 -21.8071 27.4281 0.206
C 18.3242 -13.9347 28.8262 -0.615
C 15.8230 -22.4149 29.3853 0.035
H 15.4484 -20.5141 26.4875 0.143
H 15.2478 -23.0031 30.1074 0.315
O 19.7527 -14.4013 25.6026 -0.644
H 20.6256 -17.5529 28.8437 0.360
C 19.2481 -13.9205 27.8510 0.220
H 14.9879 -24.5101 27.2460 0.286
C 19.7794 -17.1063 29.3944 -0.146
H 13.0832 -22.3789 24.2854 0.349
C 15.6229 -24.4902 28.1319 -0.931
H 19.0235 -16.7473 32.1387 0.289
H 16.5027 -22.8681 26.2861 0.131
N 20.1370 -16.2754 30.3489 0.520
C 17.0304 -14.6068 28.6878 0.760
C 17.0304 -22.7515 27.2324 -0.462
O 15.9916 -18.3397 28.6018 -0.589
H 20.5598 -20.4585 27.5226 0.397
O 16.2147 -14.6355 29.5788 -0.635


No. 2
69
Properties=species:S:1:pos:R:3:mulliken_charge:R:1 method="wB97M-V/def2-TZVPD" de_lowest_kcal_mol=0.0 charge=+1
C 1.0053 -1.1031 1.7649 -0.777
C 3.9516 -2.9940 4.3887 -0.012
C -2.3674 -1.6567 -0.2511 0.058
C -0.0447 0.6563 -4.7728 0.713
C 3.6030 -0.7083 1.0517 -1.360
C 3.1045 -5.0466 5.2495 -0.352
H 3.8773 -1.3737 5.8064 0.410
H 3.9117 -4.8323 3.2656 0.417
C 0.2399 0.0555 -3.5201 0.074
H -4.1362 1.2802 -0.3318 0.571
Br 1.2837 -2.2524 -2.1198 -0.109
C -2.9549 3.5310 -0.9179 -0.223
H 0.4557 3.9156 -3.9453 0.427
C 0.4123 4.9284 1.1956 -0.710
C -2.7936 4.9211 -0.7037 -0.968
S 4.7100 -2.0344 3.1058 -0.196
N 1.2747 -0.4007 0.6597 0.858
C 0.0197 2.0690 -4.9028 -0.794
H 0.6466 2.9139 -1.7278 0.520
C 0.4022 -1.3618 -3.5471 0.290
C -5.0358 -2.5550 -0.1680 -0.395
C 3.6790 -4.3419 4.2014 0.032
C -3.4444 -0.7544 -0.3506 0.380
C 1.1188 2.6488 1.2563 0.205
C 3.0839 -3.2135 6.5951 -0.342
O -1.1066 -1.2982 -0.2874 0.222
C 2.5586 -0.2183 0.3091 -0.115
C 1.3273 3.9984 1.5973 -1.023
Br -6.8108 -3.1812 -0.1131 -0.175
N 2.8038 -4.5023 6.4261 -0.566
H -0.0409 -1.2628 1.9878 0.539
H -5.5870 -0.5064 -0.3662 0.519
C -0.8876 3.1426 0.2506 0.383
H 1.8580 1.9040 1.5232 0.295
H -3.8033 3.1685 -1.4841 0.624
C 3.6590 -2.4157 5.6151 0.000
H 4.6174 -0.5424 0.7157 0.439
C 1.9942 -1.6217 2.5730 -0.816
C 0.3838 0.8905 -2.3536 1.176
H 0.2787 -3.1848 -4.6188 0.438
H -0.5370 -2.1019 -6.7040 0.401
Ga -0.1702 0.3105 -0.5660 -1.271
H 0.5575 5.9798 1.4117 0.474
H 2.8819 -6.1015 5.1370 0.374
H -0.1701 2.5077 -5.8747 0.396
C -2.6689 -3.0216 -0.0954 -0.771
C -3.2409 0.6608 -0.4066 0.419
H 2.2142 4.2739 2.1490 0.457
H -1.8466 -3.7206 -0.0218 0.490
C 0.4954 2.2437 -2.5655 -0.042
H -1.6125 6.4689 0.1646 0.436
C -3.9714 -3.4589 -0.0626 -0.343
H -4.1791 -4.5149 0.0491 0.425
H 2.7306 0.3279 -0.6113 0.466
C 3.3281 -1.4307 2.2204 1.391
C -0.3454 -0.1367 -5.9080 -0.886
H 1.7176 -2.1750 3.4574 0.376
C 0.3555 2.8433 -3.8389 -1.196
C -0.7370 4.5157 0.4836 1.058
C -0.3071 -1.4952 -5.8388 -0.722
C 0.1209 -2.1157 -4.6474 -0.648
H -3.5353 5.6009 -1.1000 0.432
H -0.5930 0.3612 -6.8372 0.391
C -1.7264 5.4065 -0.0065 -0.882
N 0.0599 2.2244 0.6053 -0.001
N -2.0941 1.2442 -0.4956 -0.035
C -2.0383 2.6530 -0.4174 -0.406
H 2.8375 -2.7922 7.5631 0.373
C -4.7735 -1.2182 -0.2999 -0.807


No. 3
76
Properties=species:S:1:pos:R:3:mulliken_charge:R:1 method="wB97M-V/def2-TZVPD" de_lowest_kcal_mol=0.0
C -7.6141 -0.8860 -0.9148 -1.216
C 3.2899 0.8678 1.4573 -1.306
C -0.7280 1.3923 -0.1921 0.412
H 9.5935 -0.9857 -0.4776 0.312
Cl -3.9291 2.9071 -1.0253 -0.272
H 3.0542 2.6877 -0.0892 0.488
H -8.0656 -0.9187 -1.8762 0.515
C -7.3010 -0.2174 1.6428 -2.087
H 7.7881 -2.1202 -0.3863 0.426
H -5.3537 0.5151 2.1213 0.453
C -8.2438 -0.3309 0.2373 0.482
H 0.7669 -4.2827 -0.2200 0.397
H 7.4777 2.5619 0.5037 0.403
C 6.7020 -0.4463 -0.8726 -0.232
H 1.9660 1.9053 -1.1866 1.085
H 6.5033 1.5362 -1.4617 0.851
N 2.2914 1.0586 0.4304 0.381
C 8.8539 -0.4803 0.3150 -0.632
C 0.1388 -0.0070 -0.1590 -1.293
H 4.4595 -0.7358 0.4026 -0.065
C -4.4151 -0.9227 0.0138 0.152
H 9.4051 -0.8821 1.2110 0.249
H -6.3585 1.6821 0.9808 0.254
C 4.5734 0.4767 0.9677 0.626
O -8.4125 1.8853 -0.3030 -0.572
H -7.9057 0.0578 2.2086 1.280
C -8.8382 0.8665 0.2342 0.445
C -2.5482 -2.0525 0.9358 -0.601
O -10.2613 0.6956 -0.0303 -0.545
C 0.3671 -2.1540 -0.2046 0.528
H 3.5509 1.8432 2.2553 0.330
C -2.4265 -2.8146 -0.2379 0.679
H -3.4088 -3.3456 -2.0361 0.162
H -8.9971 -1.1061 0.8214 0.311
H 7.2210 0.9305 1.4109 0.411
C -1.7361 3.4467 0.0715 -0.346
C -1.8196 1.2477 -0.5886 -0.090
S -0.1559 2.6431 0.4085 -0.283
H 9.6355 1.5374 0.6094 0.292
H 7.3937 -0.4405 -2.0015 0.415
C -1.2329 -3.9156 -0.3411 -0.233
N -0.3899 -1.2894 -0.6216 -0.380
H 7.0897 -1.4722 0.9259 0.283
C -6.1918 -0.0446 -1.1599 -0.811
O -1.5157 -5.0743 -0.5081 -0.573
H 3.0042 0.1313 2.3213 0.322
N -5.2127 0.0496 -0.1066 0.319
N 0.0710 -3.3367 -0.2443 -0.034
H -6.4761 1.1915 -1.2195 0.309
C 1.4006 -0.1349 0.4152 0.930
H 9.0247 1.2299 -1.1229 0.343
N -4.3768 -1.7767 -1.0113 -0.311
C -3.5977 -2.6745 -1.0178 -0.699
C 2.7954 1.8408 -0.6718 -1.548
H -7.2699 -1.9661 -0.8138 0.317
H 3.8109 0.2205 -1.4971 0.724
C -2.6151 2.6681 -0.3123 0.035
C 4.1080 1.0774 -1.2475 -1.058
C 7.6031 -1.1364 0.0315 -1.048
C -6.0408 0.4560 1.2253 -0.349
H -5.6379 -0.4102 -1.9915 0.627
S 1.9220 -1.6722 0.3941 -0.377
H -2.3186 0.3821 -1.1596 0.384
Cl -3.1764 -0.1006 2.3570 -0.301
C -3.3694 -1.0851 1.1597 0.568
H -7.1007 -1.3130 1.7664 0.347
H -1.9353 4.5713 0.2292 0.320
H 4.4707 2.0009 -1.8926 0.347
H -10.7106 1.5506 -0.3766 0.346
H -1.7123 -1.8773 1.5700 0.444
H 5.8327 -0.8662 -1.4741 0.424
N 4.9881 1.2647 -0.1987 -0.089
C 7.4487 1.4798 0.5552 -0.769
C 8.8207 0.9459 -0.0558 -0.533
C 6.5509 1.0550 -0.6542 -1.116
H 5.4257 0.4152 1.7721 0.040